Entry 1:
C12H17F9OTa | ωB97M-V with the def2-TZVPD basis set

Calculated values
* calculated total energy: -1498.38569 Ha
* highest occupied orbital energy: -5.1 eV
* net charge: -1
* HOMO-LUMO gap: 7.54 eV

Each line ends with the Löwdin charge.
Positions of all 40 atoms, in Å:
F: 0.96 2.94 -0.44  0.02
C: -1.20 0.97 -1.31  -0.45
H: 2.66 -0.40 -1.77  0.04
C: 0.48 -1.46 -3.47  -0.09
F: -0.59 1.64 2.21  -0.06
F: -3.43 0.26 -0.86  0.06
H: 0.84 -1.96 -4.37  0.08
H: 1.90 1.19 -1.91  0.05
H: -1.85 -1.51 4.78  0.06
H: -0.04 -0.77 3.07  0.07
H: 1.51 -1.17 1.10  -0.05
O: 0.10 -1.93 -1.09  -0.39
H: 0.97 -0.49 -3.40  0.05
C: 2.22 0.42 -1.18  -0.35
H: -0.76 -2.33 2.74  0.10
F: -2.07 -1.92 0.75  -0.15
H: 1.85 -2.42 -2.09  0.10
F: 1.86 3.59 1.43  0.05
F: 1.57 1.28 2.37  -0.03
C: 4.13 1.44 0.36  0.06
H: -2.06 0.09 4.06  0.07
C: -1.35 -0.84 1.37  -0.42
H: -2.10 -0.04 1.44  0.08
H: 4.85 1.89 1.01  0.01
C: -2.42 0.14 -1.76  -0.37
C: 0.77 -2.36 -2.27  -0.35
H: -0.59 -1.31 -3.58  0.07
C: 0.58 1.51 1.43  -0.48
C: 0.77 2.96 0.92  -0.34
H: -0.11 3.56 1.14  0.15
F: -0.66 1.52 -2.46  -0.02
F: -2.93 0.55 -2.97  0.04
C: -0.97 -1.26 2.79  -0.30
H: -2.19 -0.92 -1.84  0.12
Ta: 0.37 -0.29 -0.05  1.86
F: -1.72 2.06 -0.60  -0.02
C: -2.04 -0.98 3.84  -0.12
H: -3.04 -1.27 3.48  0.07
H: 0.44 -3.38 -2.52  0.11
C: 3.28 0.99 -0.35  -0.29

***

Entry 2:
C12H17FN | ωB97M-V with the def2-TZVPD basis set

Calculated values
* calculated total energy: -621.58902 Ha
* highest occupied orbital energy (spin up / spin down): -12.3 / -12.2 eV
* net charge: +1
* ΔE to the lowest compared entry with this formula, charge and spin: 409.7 kJ/mol
* HOMO-LUMO gap (spin up / spin down): 7.76 / 8.48 eV

Each line ends with the Löwdin charge.
Positions of all 31 atoms, in Å:
C: 1.57 0.46 -0.56  -0.54
C: 2.93 0.00 -1.01  -0.02
C: -2.59 1.05 1.30  -0.06
H: -0.64 -2.40 1.18  0.07
H: -0.02 -3.31 -0.22  0.09
C: -2.67 -0.35 -0.75  -0.25
H: -5.77 0.72 -0.02  0.14
C: -4.09 -0.20 -0.86  -0.01
H: 0.63 -3.68 1.39  0.15
F: -2.17 -1.32 -1.55  0.04
H: 2.80 -0.73 -1.86  0.12
C: 0.70 -0.30 0.28  -0.10
H: 0.81 0.82 -2.48  0.11
H: 0.12 1.94 -1.23  0.10
C: -2.05 0.23 0.33  0.09
C: 1.04 1.42 -1.59  -0.03
H: -2.12 1.50 2.16  0.11
H: 0.74 1.82 1.01  0.10
C: -3.95 1.25 1.00  -0.08
H: -4.56 1.91 1.68  0.13
N: 1.14 -1.64 0.75  0.06
H: 3.16 0.93 -1.50  0.08
H: 1.97 -1.79 0.16  0.16
H: 1.39 -1.53 1.72  0.17
C: 0.20 -2.83 0.71  0.03
C: -4.67 0.57 0.03  -0.10
H: 3.62 -0.44 -0.26  0.10
H: -4.64 -0.75 -1.53  0.11
H: 1.76 2.26 -1.70  0.11
C: 1.31 0.95 0.88  0.02
H: 2.12 0.79 1.55  0.10

***

Entry 3:
C12H17N | ωB97M-V with the def2-TZVPD basis set

Calculated values
* calculated total energy: -522.16751 Ha
* highest occupied orbital energy (spin up / spin down): 0.7 / -2.7 eV
* net charge: -1
* 2S+1: 2
* ΔE to the lowest compared entry with this formula, charge and spin: 12.7 kJ/mol
* HOMO-LUMO gap (spin up / spin down): 2.75 / 6.17 eV

Each line ends with the Mulliken spin population.
Positions of all 30 atoms, in Å:
H: 0.70 3.24 1.67  0.00
H: -1.14 -0.05 1.63  0.07
H: -0.73 2.37 0.59  -0.01
C: -0.90 -0.92 -0.30  -0.23
H: -1.24 -2.62 0.86  0.00
C: -0.09 -2.45 -3.61  -0.01
H: 1.39 3.96 3.09  0.00
C: -0.49 1.62 -1.35  -0.13
C: -0.59 -0.78 -1.67  0.05
C: 2.22 1.69 4.41  0.00
N: -1.01 -2.26 -0.05  -0.01
H: -0.50 2.63 -1.73  -0.01
H: -0.66 -3.29 -4.01  0.00
H: -0.28 0.70 -3.30  0.06
C: -0.93 0.17 0.59  0.44
H: 2.41 3.25 1.89  0.00
C: -0.46 -2.09 -2.21  -0.04
H: 2.30 0.65 4.73  0.00
H: -0.81 -4.07 -1.23  0.01
C: 1.47 3.09 2.41  0.03
H: -0.22 -1.64 -4.34  0.01
H: 1.77 0.98 2.41  0.02
H: 3.22 2.09 4.29  0.00
C: -0.44 0.53 -2.24  0.40
C: -0.75 1.45 0.00  0.10
C: -0.75 -2.99 -1.20  0.26
H: 1.66 2.25 5.17  0.00
C: 1.41 1.75 3.11  0.00
H: 0.37 1.48 3.31  0.01
H: 0.96 -2.72 -3.66  0.00

***

Entry 4:
C12H17N | ωB97M-V with the def2-TZVPD basis set

Calculated values
* calculated total energy: -522.18195 Ha
* highest occupied orbital energy: -7.8 eV
* SMILES string: Cc1c[nH]c2ccccc12.CCC
* ΔE to the lowest compared entry with this formula, charge and spin: 100.6 kJ/mol
* HOMO-LUMO gap: 8.76 eV

Each line ends with the Löwdin charge.
Positions of all 30 atoms, in Å:
H: -3.61 2.37 1.05  0.06
H: -1.18 -0.43 -2.86  0.10
C: 3.91 -0.50 -0.52  -0.04
C: 3.36 -0.72 -1.76  -0.24
C: 0.38 0.00 0.18  -0.02
H: -1.87 0.51 1.88  0.07
H: 0.18 0.14 1.23  0.09
C: -0.41 -0.36 -2.10  -0.10
C: 1.70 -0.07 -0.31  -0.22
H: -4.46 -0.71 3.17  0.08
H: -3.44 0.02 1.16  0.09
C: 4.02 -1.09 -3.06  -0.05
H: 4.95 -0.37 -0.27  0.12
H: 1.01 -0.54 -3.67  0.12
H: -3.50 0.38 4.14  0.06
H: -2.67 -1.01 3.48  0.07
C: -3.46 -0.25 3.25  -0.14
N: 2.87 -0.15 0.37  0.06
H: 4.56 -0.18 -3.44  0.09
H: 4.76 -1.88 -2.87  0.08
C: -2.95 0.50 2.01  -0.29
H: -1.66 -0.04 -0.40  0.09
H: 3.32 -1.36 -3.86  0.07
H: 3.20 0.37 1.17  0.14
C: 0.89 -0.47 -2.57  -0.03
C: -3.62 1.92 2.06  -0.12
C: 1.96 -0.43 -1.65  -0.14
H: -2.98 2.65 2.54  0.06
C: -0.62 -0.17 -0.75  -0.11
H: -4.64 1.88 2.42  0.07

***

Entry 5:
C12H17N | ωB97M-V with the def2-TZVPD basis set

Calculated values
* calculated total energy: -522.19373 Ha
* highest occupied orbital energy: -7.9 eV
* SMILES string: CCc1c[nH]c2ccccc12.CC
* ΔE to the lowest compared entry with this formula, charge and spin: 69.7 kJ/mol
* HOMO-LUMO gap: 8.74 eV

Each line ends with the Löwdin charge.
Positions of all 30 atoms, in Å:
C: -1.11 -1.65 0.11  -0.05
H: -2.03 2.21 -1.74  0.06
C: -1.32 1.51 -2.18  -0.15
C: 2.01 -0.34 -1.10  -0.02
C: -1.09 1.78 -3.69  -0.15
C: -1.85 -1.20 3.34  -0.10
H: -2.86 -0.37 1.68  0.11
H: -1.64 0.73 2.38  0.10
C: 1.11 0.94 1.32  -0.02
H: 2.90 2.11 1.08  0.10
N: -0.02 -1.76 -0.75  0.08
H: 2.40 -0.66 -2.05  0.10
H: -0.43 1.53 -1.58  0.05
H: -2.65 -1.94 3.28  0.06
C: 0.88 -0.79 -0.40  -0.24
H: -0.93 -1.76 3.47  0.07
H: -0.10 2.19 -3.88  0.06
C: 2.30 1.29 0.71  -0.10
C: -0.87 -0.69 1.04  -0.20
H: -1.90 2.32 -4.13  0.05
H: -1.03 0.81 -4.17  0.05
H: -2.00 -0.60 4.23  0.06
C: 0.42 -0.12 0.73  -0.15
H: -2.01 -2.16 -0.22  0.12
H: -1.83 0.54 -2.10  0.06
H: 0.12 -2.19 -1.64  0.15
H: 0.75 1.37 2.25  0.11
C: -1.86 -0.29 2.10  -0.19
H: 3.50 1.23 -0.98  0.10
C: 2.70 0.69 -0.50  -0.11

***

Entry 6:
C12H17N | ωB97M-V with the def2-TZVPD basis set

Calculated values
* calculated total energy: -522.19537 Ha
* highest occupied orbital energy: -7.8 eV
* SMILES string: CCc1c[nH]c2ccccc12.CC
* ΔE to the lowest compared entry with this formula, charge and spin: 65.4 kJ/mol
* HOMO-LUMO gap: 8.67 eV

Each line ends with the Löwdin charge.
Positions of all 30 atoms, in Å:
H: 1.16 -2.97 -1.78  0.10
H: -1.60 1.04 4.11  0.07
H: -2.43 1.04 1.72  0.11
C: -0.58 3.05 -1.09  -0.17
H: -2.60 -1.62 1.18  0.13
C: -0.74 2.38 -2.45  -0.15
H: -1.50 3.26 -0.54  0.06
H: -0.15 4.05 -1.24  0.06
C: -0.99 0.58 3.31  -0.11
C: 0.27 -0.35 0.21  -0.14
H: -1.17 -0.46 3.52  0.06
C: 2.49 -0.06 -0.70  -0.10
H: 3.12 -1.53 -2.16  0.10
H: -1.32 -3.11 -0.22  0.15
C: -0.91 -0.20 1.00  -0.19
C: 0.21 -1.61 -0.44  -0.21
H: 0.04 0.78 3.60  0.07
H: -0.03 1.55 -2.48  0.06
H: 0.06 2.58 -0.34  0.02
H: -1.73 1.93 -2.60  0.06
C: 1.45 0.38 0.08  -0.06
H: -0.57 3.06 -3.27  0.05
C: 2.40 -1.28 -1.40  -0.10
H: 3.37 0.54 -0.81  0.09
H: -0.76 1.82 1.59  0.08
C: -1.36 0.97 1.89  -0.18
N: -0.97 -2.18 -0.06  0.07
H: 1.58 1.28 0.69  0.11
C: 1.26 -2.04 -1.25  -0.04
C: -1.65 -1.32 0.78  -0.06

***

Copy entry 3 word for word.
C12H17N | ωB97M-V with the def2-TZVPD basis set

Calculated values
* calculated total energy: -522.16751 Ha
* highest occupied orbital energy (spin up / spin down): 0.7 / -2.7 eV
* net charge: -1
* 2S+1: 2
* ΔE to the lowest compared entry with this formula, charge and spin: 12.7 kJ/mol
* HOMO-LUMO gap (spin up / spin down): 2.75 / 6.17 eV

Each line ends with the Mulliken spin population.
Positions of all 30 atoms, in Å:
H: 0.70 3.24 1.67  0.00
H: -1.14 -0.05 1.63  0.07
H: -0.73 2.37 0.59  -0.01
C: -0.90 -0.92 -0.30  -0.23
H: -1.24 -2.62 0.86  0.00
C: -0.09 -2.45 -3.61  -0.01
H: 1.39 3.96 3.09  0.00
C: -0.49 1.62 -1.35  -0.13
C: -0.59 -0.78 -1.67  0.05
C: 2.22 1.69 4.41  0.00
N: -1.01 -2.26 -0.05  -0.01
H: -0.50 2.63 -1.73  -0.01
H: -0.66 -3.29 -4.01  0.00
H: -0.28 0.70 -3.30  0.06
C: -0.93 0.17 0.59  0.44
H: 2.41 3.25 1.89  0.00
C: -0.46 -2.09 -2.21  -0.04
H: 2.30 0.65 4.73  0.00
H: -0.81 -4.07 -1.23  0.01
C: 1.47 3.09 2.41  0.03
H: -0.22 -1.64 -4.34  0.01
H: 1.77 0.98 2.41  0.02
H: 3.22 2.09 4.29  0.00
C: -0.44 0.53 -2.24  0.40
C: -0.75 1.45 0.00  0.10
C: -0.75 -2.99 -1.20  0.26
H: 1.66 2.25 5.17  0.00
C: 1.41 1.75 3.11  0.00
H: 0.37 1.48 3.31  0.01
H: 0.96 -2.72 -3.66  0.00

***

- The lowest calculated total energy belongs to which entry?
  C12H17F9OTa

***

Please write out number 4 again, unchanged.
C12H17N | ωB97M-V with the def2-TZVPD basis set

Calculated values
* calculated total energy: -522.18195 Ha
* highest occupied orbital energy: -7.8 eV
* SMILES string: Cc1c[nH]c2ccccc12.CCC
* ΔE to the lowest compared entry with this formula, charge and spin: 100.6 kJ/mol
* HOMO-LUMO gap: 8.76 eV

Each line ends with the Löwdin charge.
Positions of all 30 atoms, in Å:
H: -3.61 2.37 1.05  0.06
H: -1.18 -0.43 -2.86  0.10
C: 3.91 -0.50 -0.52  -0.04
C: 3.36 -0.72 -1.76  -0.24
C: 0.38 0.00 0.18  -0.02
H: -1.87 0.51 1.88  0.07
H: 0.18 0.14 1.23  0.09
C: -0.41 -0.36 -2.10  -0.10
C: 1.70 -0.07 -0.31  -0.22
H: -4.46 -0.71 3.17  0.08
H: -3.44 0.02 1.16  0.09
C: 4.02 -1.09 -3.06  -0.05
H: 4.95 -0.37 -0.27  0.12
H: 1.01 -0.54 -3.67  0.12
H: -3.50 0.38 4.14  0.06
H: -2.67 -1.01 3.48  0.07
C: -3.46 -0.25 3.25  -0.14
N: 2.87 -0.15 0.37  0.06
H: 4.56 -0.18 -3.44  0.09
H: 4.76 -1.88 -2.87  0.08
C: -2.95 0.50 2.01  -0.29
H: -1.66 -0.04 -0.40  0.09
H: 3.32 -1.36 -3.86  0.07
H: 3.20 0.37 1.17  0.14
C: 0.89 -0.47 -2.57  -0.03
C: -3.62 1.92 2.06  -0.12
C: 1.96 -0.43 -1.65  -0.14
H: -2.98 2.65 2.54  0.06
C: -0.62 -0.17 -0.75  -0.11
H: -4.64 1.88 2.42  0.07

***

- Which formula does entry 1 have?
  C12H17F9OTa